{"formula": "C2H7N2O", "method": "wB97M-V/def2-TZVPD", "e_tot_ev": -7205.0556, "smiles": "[NH3+]CCN=O", "total_charge": 1, "de_lowest_kcal_mol": 94.3, "homo_ev": -13.78, "fmax_ev_per_a": 3.582, "symbols": ["C", "H", "O", "N", "N", "H", "C", "H", "H", "H", "H", "H"], "xyz": [[0.70, -0.56, -0.19], [-0.79, 0.51, -1.14], [-2.19, 0.62, 1.65], [0.16, 0.18, -1.35], [-1.37, 0.25, 0.83], [-0.02, -0.37, -2.17], [0.04, 0.03, 1.11], [1.70, -0.44, -0.18], [0.40, 1.08, 1.53], [0.70, 0.89, -1.79], [0.28, -0.62, 2.01], [0.39, -1.58, -0.31]], "lowdin_charge": [-0.092, 0.151, 0.077, 0.188, -0.092, 0.167, -0.144, 0.099, 0.184, 0.168, 0.155, 0.137]}